[1]
{
  "formula": "C8H10N2O",
  "method": "ωB97M-V/def2-TZVPD",
  "total_charge": 0,
  "smiles": "CC(=O)C1(n2cccn2)CC1",
  "relative_energy_kj_mol": 338.8,
  "multiplicity": 1,
  "lumo_energy_ev": 0.9,
  "symbols": ["C", "C", "O", "C", "N", "C", "C", "C", "N", "C", "C", "H", "H", "H", "H", "H", "H", "H", "H", "H", "H"],
  "positions_angstrom": [[0.782, 1.706, 1.712], [1.508, 0.961, 0.642], [2.711, 0.959, 0.306], [0.585, 0.343, -0.364], [-0.584, -0.254, 0.109], [-1.876, -0.014, -0.234], [-2.496, -1.210, 0.068], [-1.514, -2.111, 0.529], [-0.378, -1.470, 0.464], [1.178, -0.553, -1.471], [0.801, 0.888, -1.804], [-0.117, 1.177, 1.992], [0.442, 2.601, 1.255], [1.397, 1.820, 2.594], [-2.398, 0.626, -0.883], [-3.487, -1.692, -0.115], [-1.470, -3.127, 0.820], [0.611, -1.361, -1.765], [2.267, -0.722, -1.437], [1.577, 1.683, -1.808], [-0.139, 1.197, -2.357]],
  "forces_ev_per_a": [[0.854, -1.271, 0.754], [2.044, -0.443, -2.614], [-2.404, 0.551, 2.036], [2.297, -0.172, -1.543], [-1.270, 2.164, -1.701], [-1.292, -2.890, 0.607], [-1.965, -2.288, 0.044], [0.412, 1.883, -0.525], [1.404, -2.644, 2.359], [2.532, 3.670, 0.498], [-1.671, 0.296, 0.331], [-0.184, -0.311, 0.098], [-0.033, 1.243, -0.190], [0.131, 0.552, 0.071], [0.430, 1.772, -0.321], [0.545, 1.595, 0.028], [-0.524, -0.711, 0.196], [-1.364, -1.321, -0.634], [-0.738, 0.067, 0.151], [-0.463, -0.955, -0.159], [1.259, -0.785, 0.513]],
  "lowdin_charge": [0.018, -0.338, 0.053, -0.356, -0.149, -0.044, -0.079, -0.122, 0.062, -0.024, -0.018, 0.078, 0.089, 0.092, 0.106, 0.108, 0.095, 0.080, 0.119, 0.116, 0.116]
}

***

[2]
{
  "formula": "C8H7FN2O2",
  "method": "ωB97M-V/def2-TZVPD",
  "total_charge": 0,
  "smiles": "[H]/N=C1/C=CC=C/C1=N/C(O)=C(\\O)F",
  "relative_energy_kj_mol": 269.7,
  "multiplicity": 1,
  "lumo_energy_ev": [-1.4, -1.2],
  "symbols": ["H", "N", "C", "C", "C", "C", "C", "C", "N", "C", "O", "C", "O", "F", "H", "H", "H", "H", "H", "H"],
  "positions_angstrom": [[0.910, -1.126, 1.643], [-0.143, -1.404, 1.482], [-0.817, -0.741, 0.611], [-2.202, -1.127, 0.342], [-3.076, -0.315, -0.208], [-2.698, 1.018, -0.589], [-1.375, 1.376, -0.463], [-0.310, 0.542, 0.015], [0.877, 1.065, 0.138], [2.140, 0.587, 0.135], [3.122, 1.494, 0.461], [2.807, -0.523, -0.376], [2.223, -1.628, -0.872], [4.155, -0.626, -0.616], [-2.573, -2.155, 0.734], [-4.134, -0.636, -0.429], [-3.388, 1.711, -1.074], [-1.020, 2.421, -0.646], [2.652, 2.191, 0.950], [2.851, -2.124, -1.237]],
  "forces_ev_per_a": [[-2.722, -0.130, -0.735], [1.903, -0.284, 0.238], [1.554, -0.043, 0.366], [-0.089, -2.944, 1.689], [-2.454, 0.616, -1.298], [1.827, 0.417, -0.416], [-0.381, 2.090, -0.002], [-1.028, -0.929, 0.639], [0.732, -0.361, -0.907], [1.688, -0.804, -0.525], [-0.597, 1.085, 0.819], [-0.846, -0.936, -0.518], [-4.546, 3.800, 2.761], [-1.344, 1.004, 0.774], [1.078, 1.847, -0.780], [1.279, 0.277, 0.476], [0.093, -0.253, 0.402], [-0.613, -0.963, -0.240], [0.385, -0.058, -0.265], [4.080, -3.432, -2.478]],
  "lowdin_charge": [0.100, 0.154, -0.313, -0.065, -0.121, -0.065, -0.036, -0.218, 0.175, -0.321, 0.034, -0.243, 0.159, 0.098, 0.146, 0.125, 0.106, 0.123, 0.115, 0.046]
}

***

[3]
{
  "formula": "C4H4FN",
  "method": "ωB97M-V/def2-TZVPD",
  "total_charge": 0,
  "smiles": "Fc1ccc[nH]1",
  "relative_energy_kj_mol": 0.0,
  "multiplicity": 1,
  "lumo_energy_ev": 1.0,
  "symbols": ["F", "C", "C", "C", "C", "N", "H", "H", "H", "H"],
  "positions_angstrom": [[-2.028, 0.004, 0.080], [-0.688, 0.089, -0.083], [0.120, 1.173, -0.046], [1.485, 0.655, 0.028], [1.391, -0.700, 0.043], [0.056, -1.054, -0.069], [-0.179, 2.211, -0.066], [2.330, 1.304, 0.113], [2.148, -1.479, 0.128], [-0.280, -1.997, -0.060]],
  "forces_ev_per_a": [[0.742, -0.043, -0.543], [-0.427, -0.304, 0.529], [0.858, 0.090, -0.073], [-1.655, 0.529, -0.012], [0.283, -0.538, -0.182], [0.285, 0.291, 0.314], [-0.014, -0.188, 0.102], [0.446, -0.153, -0.040], [-0.269, 0.363, -0.147], [-0.248, -0.048, 0.052]],
  "lowdin_charge": [0.071, -0.346, -0.030, -0.090, -0.139, 0.083, 0.102, 0.086, 0.111, 0.151]
}

***

[4]
{
  "formula": "CH3NO2",
  "method": "ωB97M-V/def2-TZVPD",
  "total_charge": 0,
  "smiles": "C[N+](=O)[O-]",
  "relative_energy_kj_mol": 562.4,
  "multiplicity": 1,
  "lumo_energy_ev": [-1.1, -1.1],
  "symbols": ["C", "N", "O", "O", "H", "H", "H"],
  "positions_angstrom": [[0.144, -0.188, -0.610], [0.030, 0.155, 0.762], [0.820, -0.088, 1.634], [-1.374, 0.641, 1.046], [-0.850, 0.135, -0.938], [0.959, 0.554, -0.996], [0.271, -1.209, -0.898]],
  "forces_ev_per_a": [[0.516, 3.073, -2.221], [-6.326, 0.517, 4.518], [-0.780, 0.672, -1.538], [6.698, -1.869, -0.987], [0.543, -0.051, -0.593], [-1.313, -1.683, 0.243], [0.661, -0.659, 0.577]],
  "lowdin_charge": [-0.019, -0.317, 0.115, -0.114, 0.091, 0.149, 0.095]
}